{"formula": "C4H8CrO2", "method": "wB97M-V/def2-TZVPD", "species": ["C", "C", "C", "C", "O", "Cr", "H", "H", "H", "H", "H", "H", "H", "O", "H"], "positions_angstrom": [[0.1094, -0.6671, 1.6633], [0.6976, 0.4687, 0.8566], [-0.1931, 0.9194, -0.2291], [0.1429, 0.7715, -1.5449], [-0.5770, 1.1931, -2.5397], [-0.6513, 1.3731, -4.2538], [0.8451, -1.2065, 2.2658], [-0.8526, -0.4256, 2.1268], [1.7006, 0.2093, 0.4929], [0.6104, 1.0248, 1.9115], [-1.1464, 1.3911, 0.0257], [1.1085, 0.2993, -1.7903], [-0.5540, -1.2110, -0.2624], [-0.2655, -1.7651, 0.5107], [-0.9746, -2.3751, 0.7670]], "forces_ev_per_angstrom": [[-0.05, -1.10, -1.81], [-0.45, -0.54, 3.13], [-0.50, 0.51, -1.53], [1.54, -0.77, 3.30], [-1.31, 0.45, -0.14], [-0.08, 0.30, -1.66], [-0.42, 0.14, 0.02], [0.30, -0.28, -0.01], [-0.12, 0.44, 0.59], [1.18, 0.73, -2.55], [0.25, -0.04, -0.12], [-0.27, 0.22, -0.04], [0.05, -0.19, 0.27], [0.00, 0.35, 0.54], [-0.11, -0.23, 0.01]], "multiplicity": 5, "homo_ev": [-16.57, -16.82], "total_charge": 2, "total_energy_ev": -36772.7948, "relative_energy_ev": 0.0000}

---

{"formula": "C4H8F2N2", "method": "wB97M-V/def2-TZVPD", "species": ["C", "C", "C", "C", "N", "N", "F", "F", "H", "H", "H", "H", "H", "H", "H", "H"], "positions_angstrom": [[2.1362, -1.1097, 0.2579], [-2.1251, 0.0219, 0.6038], [0.1397, 0.0489, -0.6768], [-0.8795, -0.6999, 0.0472], [2.9492, -0.2566, 0.4601], [0.5606, 1.2968, -0.1947], [-0.4493, -1.3644, 1.1712], [-1.4238, -1.7170, -0.6898], [2.1403, -2.1837, 0.3590], [-1.7197, 0.5426, 1.4476], [-2.7234, -0.7902, 0.6135], [-2.5842, 0.6839, -0.2202], [0.4271, -0.2703, -1.6983], [3.9016, -0.5503, 0.6825], [1.6673, 1.3708, -0.3285], [0.4112, 1.3369, 0.8553]], "forces_ev_per_angstrom": [[-3.78, -1.29, -1.48], [2.39, 3.17, -3.58], [3.63, -0.84, 0.51], [-2.52, -0.28, 0.76], [2.08, 2.19, 0.07], [1.87, -0.24, 0.75], [1.02, -0.11, 0.57], [0.66, -0.33, -1.31], [0.17, -0.46, 0.00], [-0.97, 0.31, 0.80], [-2.46, -2.22, 1.60], [0.91, -0.52, 1.47], [-0.59, 0.56, 0.74], [0.05, 0.16, 0.37], [-2.73, -0.16, 0.44], [0.28, 0.05, -1.70]], "homo_ev": [-7.57, -7.32], "total_energy_ev": -12688.7041, "relative_energy_ev": 3.6193}

---

{"formula": "C4H8F3P", "method": "wB97M-V/def2-TZVPD", "species": ["C", "C", "C", "C", "F", "F", "F", "P", "H", "H", "H", "H", "H", "H", "H", "H"], "positions_angstrom": [[0.0619, 1.2129, -1.4307], [-1.5300, -0.0543, 0.9720], [0.8705, 0.7570, -0.1886], [0.3221, -0.4257, 0.5143], [2.1615, 0.3759, -0.6287], [1.0297, 1.8269, 0.6733], [0.9241, -0.5724, 1.7654], [0.4018, -1.9529, -0.4955], [0.3099, 0.5589, -2.2034], [-1.0968, 1.1912, -1.1301], [0.2922, 2.1887, -1.6904], [-1.5591, -0.2696, 2.1456], [-1.7640, 0.8645, 0.6875], [-2.1026, -0.7791, 0.4877], [1.8373, -2.2103, 0.0188], [-0.1584, -2.7119, 0.5027]], "forces_ev_per_angstrom": [[-2.66, -1.21, 3.37], [5.19, -4.51, 3.54], [0.62, 1.37, -1.13], [-4.19, 0.51, 2.42], [-0.72, 0.73, 0.41], [0.02, -0.85, -0.51], [-0.04, 0.08, -0.78], [2.39, -0.04, 0.26], [-0.04, -1.09, -1.40], [2.68, -0.09, -1.09], [0.67, 1.89, -0.36], [0.17, 0.76, -2.72], [-0.89, 4.05, -0.84], [-0.90, -1.16, -0.87], [-1.90, 0.13, -0.90], [-0.42, -0.58, 0.60]], "homo_ev": -10.32, "total_energy_ev": -21716.6268, "relative_energy_ev": 0.8800}

---

{"formula": "C4H8F6LiN3O14S7", "method": "wB97M-V/def2-TZVPD", "species": ["Li", "N", "S", "O", "O", "F", "S", "O", "O", "F", "N", "S", "O", "O", "F", "S", "O", "O", "F", "N", "S", "O", "O", "F", "S", "O", "O", "F", "C", "C", "C", "S", "O", "O", "C", "H", "H", "H", "H", "H", "H", "H", "H"], "positions_angstrom": [[9.7097, 19.1800, -16.5836], [9.5691, 18.2487, -18.3272], [8.5030, 17.1919, -18.5541], [8.7040, 16.3667, -19.7812], [7.1313, 17.4239, -18.1357], [9.0056, 16.2768, -17.3182], [8.8934, 19.3485, -19.5452], [8.9879, 20.7485, -19.0730], [7.7809, 19.0307, -20.4243], [10.1162, 19.3220, -20.5576], [13.1162, 18.6312, -18.2498], [12.9926, 18.7879, -16.5891], [11.6721, 18.5708, -16.0503], [13.8595, 19.6756, -15.8725], [13.8044, 17.4432, -16.2247], [13.1144, 20.1734, -18.4671], [14.3865, 20.8830, -18.4375], [11.8910, 20.7967, -18.0789], [12.9890, 20.0559, -20.0444], [9.6090, 21.1403, -16.0835], [8.1702, 22.0273, -15.7447], [8.1370, 23.4191, -16.1202], [7.4225, 21.5934, -14.5988], [7.2569, 21.3242, -16.8487], [10.1955, 21.3807, -14.6136], [10.0552, 20.2537, -13.7063], [10.3068, 22.7224, -14.0406], [11.7538, 21.1182, -15.0337], [5.2330, 16.2312, -14.7578], [4.7710, 17.1335, -15.9449], [5.3256, 18.5139, -15.5692], [6.9894, 18.3750, -14.8098], [6.9929, 19.1313, -13.5734], [7.9633, 18.5474, -15.8392], [6.6627, 16.5805, -14.4008], [5.1106, 15.1866, -15.0440], [4.5773, 16.3384, -13.8938], [3.6812, 17.1407, -15.9615], [5.0523, 16.8068, -16.9460], [4.6642, 18.9722, -14.8340], [5.2759, 19.2427, -16.3782], [6.9190, 16.6600, -13.3443], [7.3703, 15.9502, -14.9393]], "forces_ev_per_angstrom": [[0.38, 0.04, 0.38], [-1.03, 4.07, -2.89], [-2.60, -7.20, -0.53], [-0.46, 1.81, 2.88], [1.01, 0.15, -0.89], [0.13, -0.29, -0.42], [2.23, 5.67, -1.05], [-0.67, -3.57, -0.14], [1.05, -0.49, 1.82], [-0.10, -0.70, 0.32], [0.13, 0.05, 4.01], [1.30, -3.25, 1.91], [0.11, -0.07, -0.77], [-0.67, 0.71, -0.98], [-0.85, -0.59, -0.43], [1.68, 3.14, -4.90], [-1.42, -0.66, 1.03], [0.16, 0.44, 0.70], [-0.48, -0.09, -0.79], [-2.93, 3.00, 1.98], [-2.38, -0.37, -2.72], [0.77, -1.28, 0.43], [1.11, 0.64, 0.50], [0.52, 0.11, -0.59], [6.15, -1.58, 2.75], [-1.02, 1.25, -0.81], [-1.37, -1.53, -1.19], [-1.04, 0.64, -0.06], [-0.36, -0.15, -0.62], [0.23, 0.27, 0.94], [-0.83, 0.83, -0.57], [-3.11, -0.45, 0.42], [0.30, -0.99, -0.78], [1.08, 0.11, 0.18], [1.25, 0.70, 0.08], [0.39, -0.13, 0.01], [-0.08, 0.44, -0.02], [-0.09, 0.25, 0.12], [0.62, -0.11, 0.29], [0.25, -0.18, 0.52], [0.71, -0.17, -0.23], [-0.22, -0.70, 0.07], [0.16, 0.23, 0.03]], "homo_ev": -4.55, "total_charge": -2, "total_energy_ev": -129769.8642, "relative_energy_ev": 3.3629}

---

{"formula": "C4H8FN", "method": "wB97M-V/def2-TZVPD", "species": ["H", "N", "C", "F", "H", "C", "C", "C", "H", "H", "H", "H", "H", "H"], "positions_angstrom": [[1.7204, -0.3691, 1.4746], [2.1932, -0.9159, 0.7398], [2.4183, -0.1300, -0.2103], [2.1993, 1.2277, -0.1629], [2.8509, -0.5630, -1.0422], [-0.2324, -0.7051, -1.0813], [-0.7728, 0.4008, -0.6592], [-1.1127, 0.6021, 0.7903], [-0.0277, -0.8681, -2.0907], [0.1436, -1.2890, -0.3132], [-1.1480, 1.2174, -1.3030], [-2.1244, 1.0822, 0.7707], [-1.4131, -0.3071, 1.2544], [-0.4396, 1.0470, 1.3575]], "forces_ev_per_angstrom": [[0.27, -0.39, 0.17], [-0.45, 1.36, 0.19], [-0.38, 0.32, 2.62], [0.26, -1.40, -0.41], [0.88, 0.25, -2.30], [-0.20, 0.89, -0.23], [-1.29, 1.64, 0.32], [-4.70, -1.46, -2.99], [0.35, -0.54, -1.44], [0.40, -1.87, 0.75], [0.48, -0.62, 0.02], [1.04, 0.48, 0.42], [0.36, -1.22, 0.36], [2.99, 2.56, 2.49]], "homo_ev": -9.83, "total_energy_ev": -8483.1256, "smiles": "[H]/N=C\\F.C=CC", "relative_energy_ev": 1.9121}

---

{"formula": "C4H8FN", "method": "wB97M-V/def2-TZVPD", "species": ["C", "C", "C", "C", "H", "H", "H", "H", "H", "H", "H", "H", "N", "F"], "positions_angstrom": [[1.0359, -1.1640, -1.0995], [-0.1966, -0.2471, -0.7789], [0.0486, 0.8331, 0.2407], [-0.6549, -0.3739, 0.6920], [1.1322, -1.3668, -2.4873], [2.1363, -0.6572, -0.5030], [1.0093, -2.4872, -0.9107], [-0.7050, -0.1553, -1.7321], [-0.5799, 1.6532, 0.2642], [1.5342, 1.8802, -0.4640], [2.2466, 0.3742, 0.7172], [-0.3023, -1.2202, 1.2882], [1.3919, 1.3465, 0.5812], [-1.9570, -0.1929, 0.6036]], "forces_ev_per_angstrom": [[2.55, -2.46, -2.12], [3.44, -2.41, -0.11], [2.57, -0.73, 0.52], [1.36, -0.87, -2.67], [0.16, 1.33, 4.34], [-3.22, -2.07, -2.52], [-0.26, 4.32, 0.24], [-1.17, 0.29, 0.85], [-1.45, 1.50, -0.41], [0.67, -1.97, 3.75], [-3.46, 4.09, -0.97], [-0.14, 0.46, -0.02], [2.25, -1.73, -2.62], [-3.32, 0.25, 1.74]], "homo_ev": -9.29, "total_energy_ev": -8478.9337, "relative_energy_ev": 6.1041}

---

{"formula": "C4H8FN2", "method": "wB97M-V/def2-TZVPD", "species": ["C", "C", "C", "C", "N", "N", "F", "H", "H", "H", "H", "H", "H", "H", "H"], "positions_angstrom": [[-2.0094, -1.1072, 2.5836], [-1.5237, -0.8399, 1.4401], [1.6233, -0.0121, -1.1244], [0.1675, 1.9024, -2.0173], [0.9991, 0.8697, -1.5229], [2.2928, -0.9114, -0.5882], [-0.6146, -1.6208, 0.8477], [-1.7979, -1.9303, 3.3284], [-2.6061, -0.2706, 3.1066], [0.7686, 2.8003, -1.8701], [-0.0447, 1.6753, -3.0220], [-0.6920, 2.0957, -1.4878], [-1.7821, 0.0386, 0.7891], [1.9431, -1.8048, -0.1254], [3.2761, -0.8851, -0.3373]], "forces_ev_per_angstrom": [[-1.94, 0.72, 5.44], [0.32, 1.76, -2.72], [-1.94, 2.68, -0.67], [2.50, 0.78, -0.49], [0.01, -1.36, 0.68], [2.01, -4.78, 2.63], [0.80, -0.75, -0.82], [0.06, 0.75, -1.57], [0.60, -1.49, -1.28], [-0.03, 0.18, -0.61], [-0.26, 0.15, -1.33], [-1.99, -0.34, 1.61], [0.27, -0.94, 0.88], [-0.51, 1.72, -1.17], [0.10, 0.92, -0.58]], "homo_ev": -13.28, "total_charge": 1, "total_energy_ev": -9965.9765, "relative_energy_ev": 2.8485}

---

{"formula": "C4H8FN2O", "method": "wB97M-V/def2-TZVPD", "species": ["C", "C", "C", "C", "N", "N", "O", "F", "H", "H", "H", "H", "H", "H", "H", "H"], "positions_angstrom": [[2.2910, -0.1153, -0.0165], [-0.3296, -0.0543, -0.2317], [-1.8642, 0.5030, -0.6333], [-0.5764, -1.0777, 0.9316], [0.0950, -0.6526, -1.3307], [1.7803, 0.9852, 0.3750], [0.4018, 1.1770, 0.2054], [3.5645, -0.3011, 0.1020], [-1.9446, 0.3960, -1.6922], [-1.9250, 1.5439, -0.2529], [-2.8302, 0.0651, -0.2880], [-1.5263, -1.6056, 0.7080], [-0.4142, -0.6169, 2.0286], [0.3536, -1.7602, 0.8605], [0.7218, -0.0602, -1.8640], [2.2026, 1.5738, 1.0981]], "forces_ev_per_angstrom": [[-0.60, -0.83, -1.87], [-1.69, 0.97, 2.90], [-0.53, 0.90, 0.01], [2.53, -0.25, 1.63], [1.76, -0.19, 0.26], [-0.26, -0.92, 0.71], [-0.57, -0.29, -0.37], [-0.36, 0.16, 0.43], [0.01, 0.71, -0.79], [0.66, -0.47, -0.61], [1.52, -0.80, 0.60], [0.85, 0.20, 0.72], [-1.17, -0.62, -2.68], [-1.74, 0.57, 0.04], [-0.06, 0.45, -0.67], [-0.34, 0.43, -0.32]], "homo_ev": [-14.93, -14.93], "total_charge": 1, "total_energy_ev": -12007.8564, "relative_energy_ev": 6.3963}

---

{"formula": "C4H8FNO", "method": "wB97M-V/def2-TZVPD", "species": ["C", "C", "C", "O", "N", "C", "F", "H", "H", "H", "H", "H", "H", "H", "H"], "positions_angstrom": [[0.1828, -1.0648, 0.8510], [0.6122, -0.2430, -0.3014], [1.9731, 0.3666, -0.2402], [2.9535, -0.1905, -0.6967], [-0.4058, 0.9445, -0.5411], [-1.8168, 0.5306, -0.5518], [-0.1987, 1.8176, 0.5548], [1.0978, -1.6010, 1.0875], [-0.1129, -0.4056, 1.7290], [-0.6214, -1.7885, 0.7979], [0.6428, -0.8462, -1.1753], [2.0938, 1.1817, 0.3415], [-2.4403, 1.2922, -1.1167], [-1.5435, -0.3503, -1.0956], [-2.4166, 0.3568, 0.3570]], "forces_ev_per_angstrom": [[0.72, 0.49, 2.78], [-2.86, 2.22, -0.81], [1.04, -3.45, -0.92], [-0.86, 0.31, -0.09], [0.84, -0.63, 0.10], [0.26, 1.36, -0.75], [0.06, 0.19, 0.43], [-0.08, -0.47, 0.71], [0.69, -0.69, -0.91], [-0.13, 0.02, -0.92], [-0.37, -0.34, -1.13], [0.29, 3.34, 1.83], [0.99, -1.02, 0.24], [-1.62, -1.02, -0.76], [1.04, -0.31, 0.20]], "homo_ev": -9.68, "total_energy_ev": -10529.1809, "smiles": "C[C@H](C=O)N(C)F", "relative_energy_ev": 3.3227}

---

{"formula": "C4H8FNO", "method": "wB97M-V/def2-TZVPD", "species": ["C", "C", "C", "C", "F", "N", "O", "H", "H", "H", "H", "H", "H", "H", "H"], "positions_angstrom": [[1.0567, 1.8582, 0.4243], [0.2911, 0.9350, -0.6383], [-0.1197, -0.3318, 0.0540], [-1.5025, -0.4183, 0.5358], [-2.4106, -0.0188, -0.4066], [0.6865, -1.2955, 0.2726], [1.9356, -1.0509, -0.2519], [0.3751, 1.9459, 1.2867], [2.0085, 1.5072, 0.7992], [1.2587, 2.8287, -0.0593], [-0.5434, 1.4775, -1.0636], [0.9139, 0.6831, -1.4818], [-1.6895, -1.4229, 0.8279], [-1.5956, 0.2755, 1.4206], [2.3242, -1.9083, -0.2188]], "forces_ev_per_angstrom": [[-1.16, -0.02, -1.08], [1.19, 0.47, 1.06], [1.05, 0.57, -1.09], [0.18, 0.85, 1.82], [-0.27, 0.10, -0.52], [-1.29, -0.06, 0.01], [0.05, 0.91, -0.11], [0.34, 0.43, -0.28], [0.08, -0.61, -0.21], [-0.32, -0.20, 0.45], [-0.37, 0.05, 0.32], [0.48, -0.03, -0.14], [-0.48, -0.85, 0.38], [-0.16, -0.66, -0.70], [0.67, -0.93, 0.11]], "homo_ev": -9.80, "total_energy_ev": -10530.9009, "smiles": "CC/C(CF)=N\\O", "relative_energy_ev": 1.6027}

---

{"formula": "C4H8FNO", "method": "wB97M-V/def2-TZVPD", "species": ["C", "C", "C", "C", "O", "H", "H", "H", "H", "H", "H", "N", "F", "H", "H"], "positions_angstrom": [[-1.5728, 0.0528, -1.1158], [-1.0057, -0.9481, -0.4147], [0.4350, -0.8042, 0.0769], [0.8302, -1.8618, 0.9874], [1.2028, 0.0722, -0.3207], [-0.9222, 0.8648, -1.2329], [-2.6056, 0.2151, -1.1943], [-1.4051, -1.9929, -0.1518], [1.9293, -1.8443, 0.9861], [0.3884, -1.6910, 1.9618], [0.6330, -2.6930, 0.4531], [0.7258, 2.7193, 0.2529], [-0.6914, 2.7593, 0.1022], [1.1557, 3.3946, -0.3449], [0.9028, 1.7571, -0.0455]], "forces_ev_per_angstrom": [[1.07, -1.67, 2.34], [0.27, -0.97, -0.20], [-0.70, 1.67, -2.10], [2.72, 2.32, 1.19], [-0.85, -1.09, 0.42], [0.58, 1.28, -0.55], [-1.26, -0.27, -0.85], [-0.08, 2.03, -0.36], [-0.22, 0.19, 0.75], [-0.13, -0.63, 0.14], [-1.39, -3.45, -0.88], [-0.26, -1.07, 1.55], [0.22, 0.65, -0.33], [-0.37, 0.47, -0.91], [0.41, 0.54, -0.21]], "homo_ev": -9.64, "total_energy_ev": -10529.0298, "smiles": "C=CC(C)=O.NF", "relative_energy_ev": 3.4738}

---

{"formula": "C4H8FNO", "method": "wB97M-V/def2-TZVPD", "species": ["N", "C", "C", "F", "C", "C", "O", "H", "H", "H", "H", "H", "H", "H", "H"], "positions_angstrom": [[-0.2801, 1.7977, -0.3541], [-1.2665, 1.0752, 0.3272], [-1.2863, -0.5362, 0.0745], [-2.5020, -1.1747, 0.1664], [-0.1856, -1.2739, -0.2797], [1.3444, -0.9158, -0.3983], [2.0037, -0.1237, 0.5635], [-0.5482, 1.7119, -1.4820], [0.6406, 1.5581, -0.0171], [-2.2978, 1.4839, 0.2690], [-1.0893, 1.3386, 1.4145], [-0.4954, -2.3108, -0.1141], [1.5962, -0.2453, -1.1383], [1.9132, -1.8191, -0.4847], [2.4530, -0.5660, 1.4531]], "forces_ev_per_angstrom": [[-1.64, 0.42, -4.63], [-1.58, -1.66, 2.55], [2.00, 1.68, -0.58], [1.14, 0.76, 0.22], [-1.17, 0.73, 1.85], [-1.31, -1.09, 1.62], [1.81, -0.31, 5.27], [2.03, 0.29, 3.92], [0.27, -0.13, -0.78], [0.49, -0.32, -0.85], [-0.02, -1.15, -0.70], [0.71, -0.18, -0.78], [-0.42, 0.60, -2.94], [-0.03, -0.75, -0.51], [-2.27, 1.12, -3.67]], "homo_ev": -9.18, "total_energy_ev": -10529.6723, "smiles": "NC/C(F)=C\\CO", "relative_energy_ev": 2.8313}